The ion CFN4 with charge -1 at a distorted geometry. Source: OMol25; level of theory: ωB97M-V/def2-TZVPD.

For the energy above the lowest of the compared OMol25 structures with the same formula, charge and spin, the calculation gives 393.8 kJ/mol. The frontier orbital gap comes out at 8.7 eV. As for the charge: -1.

Atoms and positions in Å:
C  0.549  1.279  -0.192
N  -1.905  -1.503  -0.472
N  0.936  0.155  0.447
N  -0.972  -0.976  -0.135
N  0.039  -0.870  0.455
F  1.678  2.266  -0.073

---

The molecule C20H31N3O2S at a distorted geometry. Source: OMol25; level of theory: ωB97M-V/def2-TZVPD.

For the energy above the lowest of the compared OMol25 structures with the same formula, charge and spin, the calculation gives 81.8 kJ/mol. The SMILES is CC[C@H](CN(C)C(=O)C[C@H]1CCCCC12CC2)NC(=O)c1csnc1C. The frontier orbital gap comes out at 9.4 eV.

Atoms and positions in Å:
C  -1.364  3.839  1.502
C  -1.691  3.802  -0.004
C  -1.318  2.478  -0.706
C  0.226  2.259  -0.747
N  0.673  0.857  -0.653
C  1.296  0.334  -1.876
C  0.532  0.160  0.505
O  0.053  0.683  1.512
C  0.979  -1.315  0.560
C  0.910  -2.016  1.954
C  0.696  -3.542  1.776
C  0.400  -4.263  3.108
C  1.512  -4.018  4.146
C  1.797  -2.517  4.343
C  2.059  -1.812  2.994
C  2.836  -0.508  3.032
C  3.500  -1.762  2.515
N  -1.924  2.449  -2.041
C  -2.147  1.357  -2.786
O  -1.872  0.214  -2.436
C  -2.758  1.639  -4.056
C  -3.853  2.484  -4.250
S  -4.322  2.488  -5.911
N  -3.116  1.364  -6.344
C  -2.428  1.016  -5.278
C  -1.354  -0.011  -5.571
H  -1.727  4.759  1.961
H  -1.831  3.005  2.028
H  -0.293  3.782  1.697
H  -2.766  3.965  -0.105
H  -1.213  4.643  -0.509
H  -1.776  1.679  -0.112
H  0.607  2.705  -1.667
H  0.717  2.837  0.036
H  1.488  -0.738  -1.855
H  0.646  0.514  -2.733
H  2.241  0.842  -2.066
H  0.303  -1.824  -0.127
H  1.979  -1.415  0.147
H  0.006  -1.654  2.452
H  -0.150  -3.716  1.110
H  1.553  -3.984  1.265
H  -0.554  -3.913  3.508
H  0.282  -5.333  2.935
H  1.241  -4.474  5.099
H  2.426  -4.516  3.819
H  0.942  -2.045  4.828
H  2.637  -2.386  5.027
H  2.589  0.292  2.337
H  3.127  -0.109  4.004
H  4.265  -2.247  3.122
H  3.717  -1.859  1.452
H  -2.165  3.333  -2.452
H  -4.401  3.067  -3.524
H  -0.721  -0.222  -4.711
H  -1.794  -0.960  -5.877
H  -0.696  0.313  -6.377

---

The ion C4H7N2 with charge +1 at a distorted geometry. Source: OMol25; level of theory: ωB97M-V/def2-TZVPD.

For the energy above the lowest of the compared OMol25 structures with the same formula, charge and spin, the calculation gives 593.3 kJ/mol. The SMILES is C/[NH+]=C1/[C@@H]2CN12. The frontier orbital gap comes out at 9.2 eV. As for the charge: +1.

Atoms and positions in Å:
C  -0.438  0.325  0.218
C  -2.569  -0.097  0.321
C  -1.614  0.769  -0.433
C  2.033  -0.235  -0.422
N  -1.247  -0.709  0.034
N  1.041  0.733  -0.181
H  -2.616  0.098  1.345
H  -3.321  -0.520  -0.252
H  -1.632  1.055  -1.437
H  2.297  -0.105  -1.547
H  2.834  -0.025  0.160
H  1.776  -1.306  -0.316
H  1.163  1.740  -0.122

---

A structure of composition C2H3AlO7 at a distorted geometry. Source: OMol25; level of theory: ωB97M-V/def2-TZVPD.

For the energy above the lowest of the compared OMol25 structures with the same formula, charge and spin, the calculation gives 193.2 kJ/mol. The frontier orbital gap comes out at 2.8 eV.

Atoms and positions in Å:
Al  1.138  1.748  0.198
O  -0.211  2.070  2.592
H  -0.371  1.728  3.493
O  -1.982  -0.142  2.557
C  -1.817  -0.716  1.358
O  -1.162  -0.126  0.499
O  -2.378  -1.799  1.160
H  -1.337  0.567  2.620
O  1.443  -0.189  -3.808
C  1.731  -1.011  -2.787
O  1.488  -0.584  -1.612
O  2.315  -2.030  -3.077
H  1.143  0.485  -3.193

---

A structure of composition C6H9N at a distorted geometry. Source: OMol25; level of theory: ωB97M-V/def2-TZVPD.

For the energy above the lowest of the compared OMol25 structures with the same formula, charge and spin, the calculation gives 370.9 kJ/mol. The frontier orbital gap comes out at 9.0 eV.

Atoms and positions in Å:
C  -1.800  -0.835  0.563
N  -0.787  -0.403  -0.392
C  -0.362  0.979  -0.378
C  1.064  1.114  0.189
C  1.353  -0.301  0.657
C  0.634  -0.746  -0.653
C  0.817  0.697  -1.230
H  -1.795  -0.284  1.517
H  -1.871  -1.910  0.767
H  -2.732  -0.574  0.055
H  -1.037  1.825  -0.415
H  1.449  2.071  0.527
H  0.718  -0.547  1.534
H  2.421  -0.562  0.692
H  0.899  -1.644  -1.230
H  1.028  1.119  -2.204

---

The molecule CH2O2 at a distorted geometry. Source: OMol25; level of theory: ωB97M-V/def2-TZVPD.

For the energy above the lowest of the compared OMol25 structures with the same formula, charge and spin, the calculation gives 17.7 kJ/mol. The SMILES is O=CO. The frontier orbital gap comes out at 11.6 eV.

Atoms and positions in Å:
O  -0.657  -0.951  -0.169
C  0.159  -0.114  -0.358
O  0.292  0.890  0.545
H  0.911  -0.094  -1.151
H  1.065  1.427  0.353